(1)
ORCA calculation (ωB97M-V with the def2-TZVPD basis set) on 3 unconnected molecules or ions with the total composition C5H16O2.

The geometry in XYZ format:
```
23
Properties=species:S:1:pos:R:3
O -0.89 1.41 2.78
O -3.01 0.69 1.13
C -0.73 -1.81 -0.59
C 2.35 -0.64 -0.03
C 1.16 -0.11 -0.90
C 1.16 1.33 -1.12
C -0.33 -0.46 -0.14
H -1.25 0.67 2.37
H 0.00 -0.40 0.91
H 2.12 -1.58 0.55
H -1.45 2.07 2.23
H 0.73 1.93 -0.36
H -3.10 1.21 0.44
H -1.63 -2.34 -0.05
H 0.51 1.63 -1.97
H 3.14 -0.76 -0.75
H 0.24 -2.50 -0.53
H -1.19 -1.87 -1.65
H -2.70 -0.13 0.80
H -0.97 0.46 -0.35
H 2.07 1.83 -1.56
H 2.71 0.05 0.77
H 1.08 -0.67 -1.96
```

Properties
spin multiplicity	1
orbital gap	10.77	eV
maximum force	6.63	eV Å⁻¹
HOMO	-10.17	eV
SMILES string	CCC(C)C.O.O

Results of the natural (NBO) charge analysis, in e, for atoms 1 through 8: -0.928 -0.925 -0.643 -0.633 -0.182 -0.641 -0.438 0.462

=====

(2)
ORCA calculation (ωB97M-V with the def2-TZVPD basis set) on a molecular structure, C22H42BF4IN5O7S2SiSn.

The geometry in XYZ format:
```
86
Properties=species:S:1:pos:R:3
I -3.80 7.29 5.24
Sn 0.42 0.55 0.92
S 0.71 -1.06 -2.09
S -0.03 -0.19 -3.79
Si 1.32 -3.01 -2.99
F -1.88 -2.51 2.59
F -2.49 -2.27 0.36
F -0.28 -2.01 1.01
F -1.82 -0.43 1.60
O 3.19 -2.48 2.96
O -1.25 2.30 0.96
O -0.03 -3.76 -3.45
O 2.22 -2.53 -4.22
O 0.36 2.29 2.46
O 2.03 -3.72 -1.74
O 2.36 -0.81 1.79
N -2.30 0.43 -4.80
N 1.38 -1.35 3.78
N 0.37 -0.42 3.56
N -2.35 0.65 -2.54
N -1.81 0.70 -1.25
C -3.51 4.77 3.59
C -0.73 4.80 3.44
C 3.36 -3.92 -1.23
C -2.78 5.78 4.20
C -0.75 2.75 2.02
C 4.17 -4.70 -2.25
C 3.14 -3.33 4.11
C -2.84 3.79 2.87
C 3.96 -2.56 -5.84
C 0.12 -6.16 -3.07
C -1.17 -4.67 -1.51
C -0.76 -4.92 -2.95
C 2.36 -4.49 -5.67
C -1.40 5.80 4.14
C 3.19 -4.71 0.06
C 4.00 -2.56 -0.96
C -1.45 3.80 2.80
C -1.68 0.32 -3.62
C 2.52 -2.98 -5.57
C -1.98 -5.03 -3.85
C 1.56 -2.27 -6.51
C 2.29 -1.52 2.79
B -1.65 -1.87 1.39
H -1.72 -5.54 -1.13
H 5.15 -4.97 -1.83
H -3.39 3.00 2.38
H 1.28 -2.00 4.53
H -0.53 -0.85 3.72
H 4.64 -3.05 -5.15
H -2.58 -5.89 -3.55
H -2.17 -0.08 -0.71
H 1.66 -1.19 -6.41
H 0.53 -2.55 -6.26
H 1.76 -2.56 -7.54
H -4.59 4.75 3.65
H -0.30 -4.51 -0.88
H 4.05 -1.98 -1.88
H 4.24 -2.83 -6.86
H 2.22 -3.92 4.12
H 1.32 -4.77 -5.49
H 5.01 -2.69 -0.57
H 3.65 -5.62 -2.52
H -2.59 -4.13 -3.77
H -1.82 -3.79 -1.43
H 3.24 -2.75 5.03
H 4.07 -1.48 -5.72
H -3.32 0.90 -2.65
H -0.43 -7.03 -2.72
H 3.99 -3.99 4.02
H 4.17 -4.96 0.48
H 0.48 0.39 4.17
H 3.41 -2.00 -0.22
H 2.63 -4.12 0.79
H 2.99 -4.99 -4.93
H -1.80 0.20 -5.64
H 2.65 -5.64 -0.14
H 1.02 -6.05 -2.46
H -3.17 0.93 -4.89
H 2.65 -4.83 -6.66
H -2.09 1.57 -0.81
H 0.35 4.80 3.40
H 0.42 -6.32 -4.11
H -0.84 6.59 4.62
H -1.68 -5.16 -4.89
H 4.34 -4.11 -3.15
```

Properties
spin multiplicity	1
orbital gap	8.12	eV
maximum force	0.81	eV Å⁻¹
HOMO	-10.60	eV
total charge	+1

Results of the Mulliken charge analysis, in e, for atoms 1 through 8: 0.123 1.228 0.119 -0.333 -1.208 -0.326 -0.370 -0.010

=====

(3)
ORCA calculation (ωB97M-V with the def2-TZVPD basis set) on 3 unconnected molecules or ions with the total composition C3H7NO2.

The geometry in XYZ format:
```
13
Properties=species:S:1:pos:R:3
O 0.52 -2.03 1.41
O -1.77 0.78 -1.90
N -1.32 -1.29 -0.81
C -1.61 -0.26 -1.39
C 0.45 1.92 0.00
C 1.13 0.95 0.61
H -0.05 -1.59 0.77
H -1.88 -2.13 -0.85
H 0.79 0.49 1.54
H 2.07 0.58 0.20
H 1.37 -2.09 0.95
H -0.48 2.31 0.40
H 0.80 2.36 -0.93
```

Properties
spin multiplicity	1
orbital gap	10.73	eV
maximum force	0.89	eV Å⁻¹
HOMO	-10.15	eV
SMILES string	N=C=O.C=C.O

Results of the natural (NBO) charge analysis, in e, for atoms 1 through 8: -0.953 -0.484 -0.829 0.893 -0.397 -0.402 0.485 0.430

=====

(4)
ORCA calculation (ωB97M-V with the def2-TZVPD basis set) on 12 unconnected molecules or ions with the total composition C5H36N2O11.

The geometry in XYZ format:
```
54
Properties=species:S:1:pos:R:3
O -0.48 -0.02 -3.86
O 2.10 -1.31 -3.31
O 2.37 1.35 2.60
O -2.93 -1.97 -0.25
O 4.13 -1.76 -1.82
O 3.87 0.49 -0.09
O 1.04 0.44 4.77
O -0.32 -2.19 -1.72
O -5.21 -0.18 0.36
O -2.60 -1.42 2.70
O -2.91 0.93 -1.99
N -0.30 0.37 0.80
N -1.80 3.06 -0.15
C 0.32 1.62 0.37
C 0.94 1.60 -1.01
C 0.73 -0.72 0.93
C -0.04 -1.90 1.59
C -0.64 2.78 0.68
H 1.08 -0.19 4.04
H -1.02 -1.95 1.08
H 4.55 1.15 0.09
H 3.08 1.98 2.69
H -0.10 -1.77 2.68
H 2.48 -1.82 -2.59
H -1.16 -0.65 -4.07
H 1.10 -1.04 -0.05
H 1.92 1.19 3.46
H 0.32 1.01 4.48
H 1.08 1.82 1.19
H 2.70 -0.78 -3.82
H -1.90 -0.76 2.72
H -1.76 3.43 -1.12
H 4.41 -0.82 -1.74
H 1.99 1.85 -1.09
H 1.55 -0.41 1.59
H -4.80 -0.27 -0.51
H -2.10 -2.24 -0.68
H 0.28 2.35 -1.49
H -0.05 3.69 0.71
H 3.20 0.43 0.60
H -2.44 2.26 -0.25
H 0.20 -2.13 -2.52
H -4.49 -0.54 0.89
H 0.47 -2.83 1.30
H -1.04 2.74 1.73
H -3.31 -2.85 -0.11
H -2.79 -1.45 1.74
H 0.62 0.80 -1.72
H 3.92 -2.07 -0.94
H -3.65 0.92 -2.58
H 0.29 -2.34 -0.99
H -1.05 -0.12 0.27
H -2.03 0.71 -2.31
H 0.19 -0.46 -3.31
```

Properties
spin multiplicity	1
orbital gap	8.35	eV
maximum force	2.89	eV Å⁻¹
HOMO	-8.46	eV
SMILES string	CCN[C@@H](C)CN.O.O.O.O.O.O.O.O.O.O.O

Results of the natural (NBO) charge analysis, in e, for atoms 1 through 8: -0.962 -1.009 -0.998 -0.965 -0.967 -0.985 -0.912 -0.970

=====

(5)
ORCA calculation (ωB97M-V with the def2-TZVPD basis set) on 5 unconnected molecules or ions with the total composition H10O5.

The geometry in XYZ format:
```
15
Properties=species:S:1:pos:R:3
O -0.46 -2.16 -0.82
O -3.83 0.20 0.37
O 0.04 0.07 -0.02
O 1.42 2.19 -0.41
O 2.60 -1.27 0.43
H 2.16 2.80 -0.32
H 1.87 -0.66 0.52
H 0.17 -1.63 -0.32
H -4.53 0.73 -0.04
H -3.04 0.41 -0.15
H 2.81 -1.53 1.33
H 0.72 0.04 -0.70
H 0.64 2.73 -0.28
H -0.88 -2.71 -0.15
H 0.31 0.79 0.56
```

Properties
spin multiplicity	1
orbital gap	10.53	eV
maximum force	1.07	eV Å⁻¹
HOMO	-10.37	eV
SMILES string	O.O.O.O.O

Results of the natural (NBO) charge analysis, in e, for atoms 1 through 8: -0.952 -0.939 -0.944 -0.957 -0.944 0.484 0.461 0.473

=====

(6)
ORCA calculation (ωB97M-V with the def2-TZVPD basis set) on a gas-phase ion, C4H10N3O2S (charge +1).

The geometry in XYZ format:
```
20
Properties=species:S:1:pos:R:3
S -1.54 0.94 -1.43
O -2.19 -0.06 -2.28
O -2.20 1.45 -0.25
N 0.01 -1.91 -0.94
N -0.04 0.17 0.59
N 0.40 -1.14 1.09
C 0.01 0.32 -0.69
C 0.47 -2.09 0.24
C 1.14 -1.11 2.36
C -0.88 2.37 -2.28
H 0.98 0.42 -1.10
H 1.60 -2.02 2.64
H 0.45 -0.67 3.08
H -0.02 -2.52 -1.76
H 0.73 -3.11 0.62
H 1.88 -0.35 2.18
H -0.30 2.02 -3.14
H -1.75 2.93 -2.62
H -0.96 0.28 1.02
H -0.20 2.85 -1.62
```

Properties
spin multiplicity	1
orbital gap	8.71	eV
maximum force	4.99	eV Å⁻¹
HOMO	-14.10	eV
total charge	+1
SMILES string	[H]/N=C/N(C)/[NH+]=C/S(C)(=O)=O

Results of the natural (NBO) charge analysis, in e, for atoms 1 through 8: 2.104 -0.830 -0.918 -0.651 -0.398 -0.217 0.011 0.301

=====

(7)
ORCA calculation (ωB97M-V with the def2-TZVPD basis set) on 2 unconnected molecules or ions with the total composition C3H4BrNO.

The geometry in XYZ format:
```
10
Properties=species:S:1:pos:R:3
Br 0.46 -1.56 2.36
O -0.28 -1.02 -0.15
N 1.95 1.41 0.60
C 0.16 -0.36 0.94
C 1.13 0.69 0.85
C -0.39 -0.11 -1.23
H -0.20 0.89 -0.95
H 0.30 -0.42 -2.00
H -1.52 -0.29 -1.59
H -1.61 0.76 1.16
```

Properties
spin multiplicity	1
orbital gap (spin up / spin down)	9.18 / 8.15	eV
maximum force	4.82	eV Å⁻¹
HOMO (spin up / spin down)	-10.19 / -9.06	eV

Results of the natural (NBO) charge analysis, in e, for atoms 1 through 8: 0.148 -0.495 -0.243 0.094 0.150 -0.269 0.204 0.207

=====

(8)
ORCA calculation (ωB97M-V with the def2-TZVPD basis set) on a molecular structure, C34H42N4NiO3P2S.

The geometry in XYZ format:
```
87
Properties=species:S:1:pos:R:3
Ni -3.47 1.26 -0.37
S -5.60 3.39 0.43
P 4.64 -0.79 -1.55
P 4.38 0.10 1.34
O -5.65 4.22 1.61
O -4.93 2.06 0.71
O -5.22 4.00 -0.83
N 5.03 1.03 2.70
N 3.79 -1.22 2.32
N 4.23 -2.22 -2.46
N 5.92 -0.29 -2.75
C -3.54 -0.20 1.73
C 2.41 -1.47 2.39
C 2.89 -2.62 -2.55
C 3.50 -3.14 3.47
C -9.98 2.12 -0.18
C 6.24 1.73 4.50
C 4.20 -4.30 -3.34
C 7.20 -0.79 -3.02
C -1.93 -0.07 -1.33
C 2.85 -3.89 -3.09
C -2.92 -2.01 -0.02
C -2.89 -1.04 -1.13
C -9.53 3.36 -0.65
C -1.08 0.08 1.10
C 5.78 0.89 -3.49
C -7.31 2.86 0.15
C 5.03 -3.26 -2.94
C -0.77 0.20 -0.42
C 5.21 2.42 2.59
C 6.00 -0.70 0.87
C 5.69 0.61 3.87
C 5.93 2.87 3.68
C 4.45 -2.25 2.98
C -2.43 0.59 1.55
C 7.85 0.06 -3.91
C -9.07 1.24 0.41
C -7.73 1.61 0.59
C -11.43 1.76 -0.32
C -8.20 3.73 -0.49
C -3.68 -1.60 1.29
C 2.21 -2.64 3.10
C 5.80 -1.61 -0.36
C 6.94 1.13 -4.21
C -4.28 1.50 -2.11
H -3.37 -2.29 2.09
H 6.11 -3.18 -2.96
H -0.32 0.68 1.63
H 6.23 3.89 3.87
H -7.03 0.94 1.08
H -3.70 -1.12 -1.86
H -0.93 -0.96 1.42
H 6.71 0.11 0.63
H -4.76 -1.80 1.13
H -3.94 0.81 -2.90
H -10.24 4.03 -1.14
H 6.81 1.73 5.42
H 3.71 -4.04 4.03
H -0.43 1.23 -0.61
H 7.12 1.96 -4.88
H 6.78 -1.85 -0.82
H 1.96 -4.48 -3.26
H -1.89 -2.31 0.26
H -4.39 0.22 2.28
H -3.43 -2.91 -0.39
H 0.07 -0.46 -0.66
H 4.79 2.93 1.74
H -12.07 2.47 0.22
H -5.38 1.50 -2.04
H -7.84 4.70 -0.86
H -1.92 0.49 -2.27
H 6.46 -1.27 1.70
H 4.85 1.45 -3.43
H 1.73 -0.77 1.92
H -2.44 1.61 1.95
H -11.62 0.76 0.09
H 5.37 -2.58 -0.06
H 5.53 -2.28 3.07
H 8.86 -0.06 -4.30
H 1.26 -3.08 3.33
H 4.52 -5.25 -3.74
H 2.12 -1.94 -2.22
H 5.71 -0.43 4.17
H 7.56 -1.71 -2.58
H -9.42 0.27 0.74
H -11.76 1.76 -1.37
H -3.94 2.53 -2.29
```

Properties
spin multiplicity	3
orbital gap (spin up / spin down)	7.61 / 7.85	eV
maximum force	3.82	eV Å⁻¹
HOMO (spin up / spin down)	-7.82 / -8.57	eV

Results of the Mulliken charge analysis, in e, for atoms 1 through 8: 0.303 1.167 -0.062 -0.239 -0.692 -0.506 -0.670 0.335

=====

(9)
ORCA calculation (ωB97M-V with the def2-TZVPD basis set) on a single C5H9NO molecule.

The geometry in XYZ format:
```
16
Properties=species:S:1:pos:R:3
O -0.62 -1.44 1.22
N 0.32 2.91 -0.52
C -0.77 -0.16 0.64
C -1.53 -0.22 -0.69
C 1.66 -0.28 -0.25
C 0.47 1.87 -0.03
C 0.62 0.52 0.54
H -1.75 0.78 -1.06
H -2.47 -0.75 -0.54
H -0.36 -2.06 0.53
H 0.97 0.64 1.58
H 2.67 -0.03 0.07
H 1.52 -1.35 -0.07
H 1.59 -0.10 -1.32
H -0.96 -0.75 -1.46
H -1.37 0.42 1.35
```

Properties
spin multiplicity	1
orbital gap	11.50	eV
maximum force	1.09	eV Å⁻¹
HOMO	-10.78	eV
SMILES string	C[C@@H](O)[C@@H](C)C#N

Results of the natural (NBO) charge analysis, in e, for atoms 1 through 8: -0.705 -0.330 0.119 -0.653 -0.600 0.290 -0.351 0.236

=====

(10)
ORCA calculation (ωB97M-V with the def2-TZVPD basis set) on a molecular structure, C31H30ClN5O2STa.

The geometry in XYZ format:
```
71
Properties=species:S:1:pos:R:3
Ta -0.11 0.80 -0.91
Cl -2.45 -0.73 -0.85
S 1.48 -1.41 0.93
O 3.79 1.02 -1.84
O 1.78 0.75 -0.88
N 0.79 2.92 -1.44
N 0.13 -0.39 0.70
N -1.40 2.07 0.41
N -1.56 1.82 -2.38
N -3.37 2.09 -0.89
C 2.16 2.81 -2.00
C 0.36 -2.31 3.32
C -3.25 2.43 -4.52
C -1.40 -4.59 -1.14
C 0.51 -4.95 2.42
C 4.94 0.17 2.06
C -0.07 -3.35 4.13
C 4.59 1.04 3.09
C -2.86 2.08 -2.18
C 0.86 -2.61 2.06
C 3.96 -0.55 1.40
C 0.01 -4.66 3.68
C -1.60 -2.24 -1.23
C -0.74 2.49 1.53
C -2.10 -3.44 -0.79
C 3.26 1.20 3.46
C 0.25 -3.25 -2.30
C 2.27 0.48 2.82
C -0.45 -2.09 -1.99
C -3.74 2.36 -3.23
C -0.07 -0.72 -2.50
C -3.35 3.19 1.24
C 0.94 -3.92 1.59
C 2.72 1.45 -1.61
C -1.88 2.24 -4.73
C -1.32 3.24 2.51
C -1.10 1.94 -3.66
C -0.23 -4.49 -1.88
C 2.63 -0.39 1.80
C -2.68 2.45 0.26
C -2.67 3.58 2.37
H -0.04 1.73 -3.80
H 0.29 2.16 1.61
H 0.33 -1.29 3.69
H 0.21 3.49 -2.05
H 1.23 0.59 3.12
H 2.83 3.59 -1.64
H 0.95 -0.75 -2.90
H 3.01 1.87 4.27
H -4.36 2.28 -0.84
H -4.38 3.47 1.08
H -4.79 2.54 -3.02
H -1.45 2.31 -5.72
H -0.73 -0.49 -3.33
H -0.46 -3.14 5.12
H 0.31 -5.39 -2.15
H -3.17 4.16 3.13
H -0.32 -5.47 4.32
H -3.92 2.65 -5.34
H -0.66 -0.76 1.22
H 0.84 3.44 -0.57
H 4.21 -1.22 0.59
H 2.14 2.88 -3.09
H -1.77 -5.56 -0.83
H 5.36 1.59 3.60
H 5.98 0.05 1.77
H 1.15 -3.20 -2.90
H -0.75 3.54 3.38
H 0.58 -5.98 2.08
H 1.35 -4.13 0.61
H -3.02 -3.49 -0.22
```

Properties
spin multiplicity	1
orbital gap	6.99	eV
maximum force	0.54	eV Å⁻¹
HOMO	-16.76	eV
total charge	+3

Results of the Mulliken charge analysis, in e, for atoms 1 through 8: 1.112 -0.084 0.281 -0.439 -0.385 -0.663 -0.303 0.224

=====

(11)
ORCA calculation (ωB97M-V with the def2-TZVPD basis set) on 2 unconnected molecules or ions with the total composition C4H7IO.

The geometry in XYZ format:
```
13
Properties=species:S:1:pos:R:3
I -3.08 -0.01 0.39
O 0.39 2.27 0.84
C 0.01 1.89 -0.42
C -0.23 -0.88 0.72
C 0.99 -1.42 0.29
C -1.11 -0.50 -0.19
H -0.25 2.94 1.17
H 0.88 1.47 -0.98
H 1.94 -1.28 0.82
H -0.37 -0.68 1.80
H -0.77 2.40 -1.12
H -0.92 -1.00 -1.18
H 0.99 -1.93 -0.63
```

Properties
spin multiplicity	1
orbital gap (spin up / spin down)	8.20 / 7.01	eV
maximum force	3.98	eV Å⁻¹
HOMO (spin up / spin down)	-7.65 / -7.35	eV

Results of the natural (NBO) charge analysis, in e, for atoms 1 through 8: 0.115 -0.678 -0.038 -0.313 -0.352 -0.354 0.486 0.156

=====

(12)
ORCA calculation (ωB97M-V with the def2-TZVPD basis set) on a single C3H5ClO molecule.

The geometry in XYZ format:
```
10
Properties=species:S:1:pos:R:3
Cl 1.98 -0.24 1.25
O -1.67 0.76 0.27
C 0.40 -0.56 0.61
C -0.29 0.73 0.06
C 0.34 -0.19 -0.88
H 0.34 1.55 0.44
H -0.21 -1.20 1.21
H 1.39 0.00 -1.26
H -0.25 -0.88 -1.53
H -2.02 0.02 -0.17
```

Properties
spin multiplicity	1
orbital gap	10.05	eV
maximum force	2.55	eV Å⁻¹
HOMO	-9.15	eV
SMILES string	O[C@@H]1C[C@H]1Cl

Results of the natural (NBO) charge analysis, in e, for atoms 1 through 8: -0.042 -0.674 -0.291 0.078 -0.461 0.212 0.233 0.252

=====

(13)
ORCA calculation (ωB97M-V with the def2-TZVPD basis set) on 14 unconnected molecules or ions with the total composition C3H35O14.

The geometry in XYZ format:
```
52
Properties=species:S:1:pos:R:3
O -3.68 1.18 0.56
O 2.25 2.36 4.12
O 3.07 -3.49 -0.69
O -3.17 3.04 2.40
O 4.16 -1.25 -1.26
O 0.99 -2.99 1.74
O -1.89 4.50 -0.83
O -1.61 -0.56 -0.16
O 2.32 -3.14 -3.65
O -2.33 0.58 -2.71
O -0.55 -2.59 -2.36
O -3.02 -2.55 1.11
O 3.89 1.00 -2.63
O -0.29 -0.81 4.18
C 0.74 -0.13 -0.92
C -0.37 -0.06 0.17
C -0.41 1.30 0.88
H -3.74 3.79 2.25
H -3.51 1.67 1.37
H -2.66 4.00 -1.08
H 3.33 1.42 -1.97
H 4.16 -0.33 -1.50
H 1.74 -2.48 -3.27
H 1.65 0.39 -0.63
H -1.08 -0.61 3.69
H 2.35 2.81 4.96
H 1.31 2.39 3.94
H -2.53 -1.97 0.54
H -1.30 -3.07 -2.71
H 3.52 -2.77 -1.14
H 4.04 1.69 -3.28
H 4.76 -1.31 -0.52
H 0.55 0.17 -1.95
H -2.47 -3.34 1.18
H -1.22 1.39 1.60
H -0.86 -2.24 -1.52
H -2.95 0.56 0.51
H -2.24 5.30 -0.44
H -1.97 0.36 -1.85
H 1.61 -3.31 1.07
H 0.84 -2.08 1.51
H 3.48 -3.53 0.17
H 0.56 1.49 1.33
H -1.78 1.22 -3.17
H -2.76 3.23 3.25
H 0.33 -1.13 3.53
H -0.56 2.15 0.22
H 3.08 -3.15 -3.08
H 0.16 -0.67 0.90
H -3.71 1.72 -0.23
H 0.97 -1.19 -1.07
H -3.15 1.06 -2.54
```

Properties
spin multiplicity	2
orbital gap (spin up / spin down)	4.70 / 8.42	eV
maximum force	3.34	eV Å⁻¹
HOMO (spin up / spin down)	-5.17 / -9.13	eV

Results of the natural (NBO) charge analysis, in e, for atoms 1 through 8: -0.859 -0.934 -0.964 -0.959 -0.964 -0.947 -0.969 -0.997